Below is a cluster of 2 separate species, C14H22N3O4 in total in a non-equilibrium geometry, with properties calculated with ωB97M-V with the def2-TZVPD basis set.

Results
- Lowest unoccupied orbital energy: -4.70 eV
- Gap between HOMO and LUMO: 0.2452 Ha
- Highest occupied orbital energy: -11.3721 eV
- 2S+1: 1
- Net charge: +1

The geometry in XYZ format:
```
43
Properties=species:S:1:pos:R:3:forces:R:3:mulliken_charge:R:1
H 1.558 -2.055 2.391 0.072 -0.237 0.144 0.32
C 0.263 -2.492 -1.974 -0.105 -0.117 0.026 0.59
O -1.538 0.043 4.374 -1.108 -0.075 0.667 -0.53
N -0.812 4.171 -2.660 -0.247 -0.168 0.069 -0.73
H -0.656 -2.036 1.173 0.134 -0.138 -0.030 0.31
H 1.030 4.736 -3.064 -0.156 0.150 -0.050 0.27
H -2.859 1.126 -1.276 -0.104 -0.129 -0.163 0.60
O 0.336 -3.393 -2.962 0.033 0.001 -0.024 -0.35
H -2.594 -0.350 2.123 0.073 0.016 0.209 0.64
C -0.972 2.077 -1.498 -0.251 -0.225 0.081 0.03
C 0.410 1.962 -1.472 0.009 0.731 -0.342 -0.11
N 0.491 4.002 -2.620 0.379 -0.088 0.063 0.34
H 2.124 -4.342 -1.012 -0.044 0.003 -0.007 0.29
C 2.257 -3.517 -1.712 0.112 -0.107 -0.004 -0.32
O -0.706 -1.838 -1.724 0.141 0.087 -0.021 -0.51
C -1.961 -0.342 1.243 0.257 0.032 -0.557 -1.27
H -2.464 -0.955 0.500 -0.197 -0.122 0.012 0.43
H -2.701 1.657 0.981 0.011 0.253 -0.085 0.28
H 0.481 1.757 4.503 0.134 0.044 0.117 0.34
H -0.662 2.180 3.246 -0.090 0.142 0.078 0.31
H 0.899 1.115 -1.017 0.060 -0.094 0.019 0.40
H 1.638 -1.283 3.991 0.043 -0.028 0.128 0.35
C 1.296 -1.172 2.969 -0.573 -0.176 -0.470 -1.07
H 0.153 -0.529 0.854 0.180 0.171 0.017 0.16
C -1.534 3.219 -2.107 0.659 0.117 -0.028 -0.17
O 1.424 -2.421 -1.290 0.042 0.024 -0.018 -0.26
H 2.179 -3.234 -3.874 -0.016 0.023 0.016 0.26
C -1.849 1.073 0.637 -0.349 -0.320 0.346 -0.68
N -0.170 -1.032 2.912 0.808 0.795 -0.220 0.01
C -1.844 1.024 -0.909 0.403 0.167 0.195 0.00
C -0.599 -1.000 1.500 -0.517 -0.335 0.199 -0.06
H 0.896 1.492 2.792 0.161 -0.010 -0.009 0.31
H -1.421 0.071 -1.227 -0.183 -0.127 -0.027 -0.18
C 1.701 -3.821 -3.088 0.142 -0.074 -0.040 -0.37
H 1.806 -0.337 2.481 0.165 0.153 0.069 0.36
H -2.604 3.342 -2.132 -0.123 0.169 -0.114 0.51
C -0.598 0.127 3.654 0.486 -0.216 -0.306 0.50
H 3.300 -3.217 -1.721 -0.049 0.152 0.040 0.29
C 1.144 2.983 -2.065 -0.592 -0.594 0.317 -0.45
H 1.743 -4.874 -3.351 -0.168 -0.008 0.017 0.31
C 0.102 1.462 3.531 0.091 -0.055 -0.333 -1.07
H -0.953 1.573 0.997 0.155 0.063 0.104 0.46
H 2.220 2.987 -2.109 0.122 0.149 -0.088 0.46
```
Forces are in eV/Å.


Below is a cluster of 3 separate species, C6H18N2O2 in total in a non-equilibrium geometry, with properties calculated with ωB97M-V with the def2-TZVPD basis set.

Results
- Lowest unoccupied orbital energy: 0.49 eV
- Gap between HOMO and LUMO: 0.3008 Ha
- Highest occupied orbital energy: -7.6934 eV
- 2S+1: 1

The geometry in XYZ format:
```
28
Properties=species:S:1:pos:R:3:forces:R:3:mulliken_charge:R:1
H -1.735 2.686 1.112 -0.354 -0.325 0.094 0.38
N -0.738 2.548 -2.128 0.656 0.853 -0.125 -0.50
H 1.326 -2.932 1.983 0.039 -0.131 0.085 0.20
N 0.362 -3.161 2.155 -0.007 -0.263 0.133 -0.44
O 2.978 -2.235 -1.457 0.120 0.279 0.123 -0.66
H 2.783 -3.175 -1.496 -0.240 0.050 -0.102 0.32
C -0.762 2.111 -0.757 -1.416 -0.997 0.206 0.32
C -1.853 2.866 0.045 1.305 0.114 0.026 -1.35
H -1.265 2.106 -2.854 -0.055 -0.311 0.176 0.16
H 0.877 -1.061 0.717 0.016 0.350 0.137 0.24
H 0.169 2.330 -0.238 0.397 -0.038 -0.294 0.33
C -0.554 -2.299 1.569 0.505 0.043 -0.592 -0.09
H -0.209 0.123 -1.316 -0.076 -0.246 -0.270 0.23
H -2.163 -0.295 0.890 0.001 -0.351 0.020 0.32
H 0.014 3.132 -2.444 -0.065 -0.094 0.006 0.18
C -0.183 -1.192 0.911 -0.602 -0.664 0.316 -0.49
H 0.171 -4.138 2.330 -0.134 0.368 -0.275 0.20
H -1.971 0.476 -1.288 0.007 -0.401 -0.292 0.33
H -0.858 0.738 1.341 -0.042 -0.107 0.155 0.20
H 3.009 0.214 0.115 0.051 -0.141 -0.223 0.30
H -2.853 2.637 -0.311 -0.136 0.105 0.006 0.27
H -1.592 3.918 -0.062 -0.508 0.187 -0.225 0.39
H 2.183 -1.753 -1.722 0.052 -0.392 0.031 0.33
H 3.350 -1.243 0.524 -0.004 0.249 -0.426 0.33
C -1.025 0.571 -0.756 0.155 0.964 0.538 -0.68
O 3.266 -0.340 0.854 0.062 -0.041 0.588 -0.64
H -1.598 -2.564 1.637 -0.140 0.005 0.459 0.34
C -1.127 -0.067 0.645 0.413 0.936 -0.277 -0.51
```
Forces are in eV/Å.